Entry 1:
# C30H60O32S7

A structure of composition C30H60O32S7 in a non-equilibrium geometry (ωB97M-V/def2-TZVPD, the Open Molecules 2025 dataset).

Each line ends with the Mulliken charge.
CARTESIAN COORDINATES (ANGSTROEM)
1 C -0.65160 7.11565 -1.41421  -0.686
2 C -1.41753 6.00099 -0.74267  0.133
3 C -0.48385 5.47013 0.34408  0.709
4 O 0.82393 5.98256 0.01986  -0.454
5 C 0.81361 6.74300 -1.19706  -0.194
6 H -0.82353 8.07430 -0.91665  0.262
7 H -0.96177 7.32441 -2.43935  0.368
8 H -1.67342 5.12767 -1.35674  -0.434
9 H -2.40473 6.31802 -0.39879  0.419
10 H -0.38468 4.38324 0.31888  -0.648
11 H -0.72430 5.78005 1.36160  0.290
12 H 1.22994 6.15183 -2.01551  -0.031
13 H 1.38155 7.63543 -0.93932  0.365
14 C 3.73718 3.99349 -1.63729  -0.680
15 C 4.49416 2.81264 -2.25497  -0.346
16 C 3.91846 1.70389 -1.40529  0.181
17 O 2.52926 1.99790 -1.40918  0.237
18 C 2.31914 3.42613 -1.46498  0.163
19 H 3.80865 4.86919 -2.28064  0.421
20 H 4.23258 4.17071 -0.68293  0.380
21 H 5.58196 2.88454 -2.21854  0.478
22 H 4.24455 2.60090 -3.29655  0.008
23 H 4.27510 1.62957 -0.36918  -0.060
24 H 4.06532 0.69232 -1.77540  -0.351
25 H 1.89077 3.70082 -0.50247  -0.041
26 H 1.69553 3.69388 -2.31887  -0.412
27 C 2.91762 -1.61857 2.31613  0.365
28 C 4.05423 -0.68547 1.84183  0.179
29 C 3.75897 0.67944 2.49079  -0.627
30 O 2.57940 0.53969 3.26400  -0.457
31 C 2.36366 -0.84341 3.51144  -0.389
32 H 3.33748 -2.56611 2.66475  0.304
33 H 2.20865 -1.86056 1.52903  -0.177
34 H 4.05221 -0.63105 0.74914  -0.533
35 H 5.04584 -1.08448 2.05660  0.516
36 H 3.61663 1.45810 1.74248  0.153
37 H 4.60582 0.95669 3.12860  0.394
38 H 1.29826 -0.99887 3.66360  0.076
39 H 2.95313 -1.14308 4.38751  0.269
40 C 2.78287 -5.92626 4.85585  -0.648
41 C 2.61676 -4.39345 4.93249  -0.453
42 C 1.32631 -4.15969 4.17721  1.329
43 O 1.35115 -5.15480 3.12119  -0.368
44 C 2.25543 -6.21174 3.45123  -0.484
45 H 2.18740 -6.36323 5.65474  0.289
46 H 3.84504 -6.15845 4.91019  0.355
47 H 3.44507 -3.91489 4.40157  0.190
48 H 2.69263 -4.10806 5.98094  0.444
49 H 1.28498 -3.18340 3.70386  -1.193
50 H 0.41298 -4.36198 4.73642  0.136
51 H 3.08211 -6.11797 2.73846  0.219
52 H 1.77257 -7.18528 3.36926  0.306
53 C 0.41374 0.80911 0.27772  1.878
54 C 0.50654 -0.08801 -0.96062  2.399
55 O -0.47883 -1.14257 -0.70870  -0.422
56 S -1.06561 -1.06222 0.74231  -0.001
57 O -0.21365 -1.72498 1.65935  -0.178
58 O -2.43947 -1.35224 0.69674  -0.124
59 O -0.85060 0.50516 0.87554  0.260
60 H 0.38384 1.83178 -0.08924  -0.977
61 H 1.22393 0.75076 1.00338  -0.727
62 H 1.43167 -0.61407 -1.16615  -1.137
63 H 0.15034 0.41823 -1.85015  -0.850
64 C 4.49767 -4.40353 -1.86059  -0.588
65 C 3.25500 -4.10593 -1.00121  -0.204
66 O 2.97894 -2.72325 -1.18715  -0.249
67 S 3.94075 -2.07258 -2.27414  1.043
68 O 5.06787 -1.49278 -1.65750  -0.616
69 O 3.15273 -1.31754 -3.16511  -0.459
70 O 4.38509 -3.44922 -2.93147  -0.344
71 H 4.46953 -5.40950 -2.25983  0.339
72 H 5.41457 -4.19068 -1.31026  0.340
73 H 3.38518 -4.38216 0.04152  0.190
74 H 2.43826 -4.70135 -1.41325  0.331
75 C -1.78000 2.39803 -3.13657  -0.112
76 C -3.15994 2.90993 -3.55012  -0.453
77 O -4.05407 1.77049 -3.35858  -0.422
78 S -3.18747 0.44109 -3.41968  1.167
79 O -2.81444 0.17122 -4.75725  -0.665
80 O -3.74022 -0.54828 -2.59245  -0.290
81 O -1.96324 1.06704 -2.63928  -0.372
82 H -1.07579 3.01515 -2.58578  0.135
83 H -1.22330 2.23448 -4.06885  0.076
84 H -3.21302 3.12097 -4.61746  0.431
85 H -3.60787 3.75514 -3.03492  0.223
86 C 1.00276 0.94311 -6.54841  -0.513
87 C 1.61764 0.66036 -5.18010  -0.121
88 O 1.85595 1.94181 -4.58123  -0.140
89 S 1.39450 3.14387 -5.56485  1.115
90 O 2.51972 3.54846 -6.31345  -0.594
91 O 0.65689 4.09333 -4.82713  -0.439
92 O 0.42604 2.23981 -6.42920  -0.349
93 H 0.23664 0.22172 -6.83027  0.357
94 H 1.70585 0.90687 -7.38250  0.307
95 H 2.55320 0.14793 -5.40624  0.316
96 H 1.01520 0.05162 -4.51304  0.171
97 C -3.48680 2.34334 0.22774  0.317
98 C -4.26512 1.45558 1.19518  0.438
99 O -3.98062 2.00949 2.49956  -0.368
100 S -2.71273 2.94509 2.54087  0.968
101 O -1.59491 2.25744 3.06898  -0.450
102 O -3.01595 4.18611 3.15448  -0.658
103 O -2.51060 3.05590 0.94578  -0.112
104 H -4.14268 2.99896 -0.35714  0.330
105 H -3.06070 1.71642 -0.56024  -0.412
106 H -3.84719 0.45262 1.23509  -0.462
107 H -5.32993 1.45467 0.99214  0.407
108 C -5.18536 -4.34714 -0.00618  -0.345
109 C -5.09038 -2.94893 -0.64855  0.775
110 O -6.43502 -2.50708 -0.80504  -0.249
111 S -7.47366 -3.55803 -0.20187  1.008
112 O -7.88151 -4.41784 -1.24804  -0.553
113 O -8.41364 -2.91925 0.63045  -0.532
114 O -6.39387 -4.26444 0.73259  -0.310
115 H -4.38340 -4.44094 0.72498  0.286
116 H -5.08113 -5.16523 -0.71715  0.316
117 H -4.56748 -2.93967 -1.60538  0.263
118 H -4.48733 -2.27400 -0.03673  -0.591
119 C -4.16747 -2.50678 3.70614  0.075
120 C -3.98182 -3.52846 4.89052  -0.333
121 O -2.71508 -3.26743 5.44891  -0.370
122 S -2.08759 -1.88951 4.90024  0.835
123 O -0.71428 -2.03841 4.65901  -0.202
124 O -2.59976 -0.83295 5.67814  -0.639
125 O -2.84435 -1.99444 3.51872  -0.012
126 H -4.87409 -1.75481 4.04968  0.275
127 H -4.36672 -2.94277 2.73407  -0.305
128 H -4.10720 -4.54726 4.52737  0.303
129 H -4.77761 -3.35319 5.61472  0.305

Atomic forces in eV per Å
0.07 0.62 -0.26
-0.97 -0.92 0.29
0.83 0.21 -0.15
-0.10 0.04 -0.05
-0.56 -0.01 0.84
-0.15 -0.20 0.31
0.27 -0.40 -0.15
0.34 0.35 -0.60
0.22 0.18 0.38
-0.35 -0.04 0.11
-0.11 0.04 -0.04
0.17 0.14 -0.06
0.39 -0.06 -0.64
0.46 -0.10 -0.66
0.34 -0.42 0.24
-0.09 -0.67 -0.01
-0.85 -0.31 -0.11
1.23 -0.37 0.51
-0.22 0.19 0.24
-0.28 0.37 0.10
-0.03 0.17 0.26
-0.25 0.22 0.00
0.26 0.61 -0.01
-0.15 0.14 -0.43
-0.28 0.44 -0.21
-0.23 -0.18 0.09
0.83 0.04 0.29
-0.22 -0.29 -0.96
0.57 -0.45 0.11
-0.16 -0.01 -0.49
-0.01 -0.20 -0.15
-0.11 -0.01 -0.09
-0.22 0.30 0.08
-0.11 0.20 0.03
-0.03 0.14 0.44
-0.13 0.14 0.09
-0.10 0.18 0.06
0.07 0.06 0.21
-0.26 0.01 0.21
0.12 0.93 -0.56
0.43 -0.60 0.26
0.03 -0.64 -0.43
-0.07 0.02 0.03
0.16 0.57 0.17
0.15 -0.37 -0.07
-0.12 -0.44 0.39
-0.06 0.03 0.01
-0.42 0.44 -0.09
-0.26 -0.09 0.07
0.12 0.35 0.37
0.06 -0.45 -0.03
-0.08 0.03 -0.17
0.59 0.97 -0.52
-0.48 -0.89 0.17
-0.04 -0.48 -0.52
1.46 0.96 -0.17
0.04 -0.37 0.16
-1.29 -0.21 -0.06
-0.40 -0.23 0.16
-0.21 0.11 0.36
-0.07 -0.40 0.04
0.26 0.40 0.25
0.13 0.04 -0.02
-0.11 0.48 0.69
0.18 -1.21 -0.55
-0.05 0.42 0.25
-0.14 -1.00 0.11
0.61 0.39 0.52
-0.37 0.23 -0.59
-0.18 0.01 -0.39
0.15 0.04 -0.18
0.09 -0.21 -0.09
0.04 0.40 0.13
-0.28 0.34 0.13
1.31 -0.30 -2.19
-1.01 -0.16 -0.47
-0.02 -0.02 0.21
0.09 0.67 0.34
0.14 -0.06 -0.53
-0.60 -0.57 0.36
0.31 0.27 0.89
-0.61 -0.11 0.93
-0.08 0.31 -0.02
0.37 0.19 0.03
0.21 -0.15 0.42
-0.42 -0.70 -0.44
0.73 -0.30 -0.75
-0.31 0.51 -0.20
0.71 -1.43 0.70
0.38 0.22 -0.54
-0.62 0.25 0.28
-0.57 0.57 -0.23
-0.33 0.26 0.33
0.33 0.39 0.29
0.15 0.06 0.67
-0.15 0.16 0.04
-0.91 -0.57 -1.57
1.02 -0.09 0.48
-0.75 0.43 0.06
0.84 -0.32 0.52
0.22 -0.47 -0.11
-0.67 0.35 -0.65
-0.08 0.32 0.33
-0.02 0.46 0.62
0.60 -0.04 0.44
-0.23 -0.13 -0.32
-0.08 0.05 0.27
1.41 0.90 0.23
1.10 -0.34 -0.32
-0.43 0.43 0.08
0.77 0.36 -0.07
-0.16 -0.41 -0.22
-0.27 0.28 0.21
-0.55 -0.81 -0.04
-0.05 -0.17 0.01
-0.72 -0.10 0.02
-0.38 -0.23 -0.17
-0.63 0.16 0.26
0.83 -0.55 0.76
-1.37 0.42 -0.89
0.69 -0.32 0.29
-1.10 -0.90 -0.43
0.69 -0.09 0.16
-0.28 0.66 0.44
0.10 0.85 -0.18
0.07 0.32 -0.54
-0.64 -0.10 0.17
0.67 -0.14 0.18
0.20 0.03 0.21

## Properties
LUMO energy in Eh: 0.001
HOMO energy in eV: -9.34
HOMO-LUMO gap in eV: 9.376
Energy above the lowest of the compared OMol25 structures with the same formula, charge and spin in eV: 0.0000
Molecular weight in u: 1157.2

---

Entry 2:
# C23H23F7IO25S

A cluster of 8 separate species, C23H23F7IO25S in total in a non-equilibrium geometry (ωB97M-V/def2-TZVPD, the Open Molecules 2025 dataset).

Each line ends with the Mulliken charge.
CARTESIAN COORDINATES (ANGSTROEM)
1 O -1.09883 -0.26517 2.55102  -0.510
2 C -0.02822 0.32153 2.36162  0.317
3 I 1.22547 -0.25719 0.64454  -0.125
4 C 0.42693 1.47916 3.37938  -0.329
5 S 1.57828 0.69798 4.60170  1.172
6 O 3.03587 0.93554 4.31960  -0.670
7 O 1.23606 1.09959 6.03410  -0.729
8 O 1.30171 -0.92221 4.47514  -0.605
9 H 0.89912 2.31591 2.75633  0.129
10 H -0.52458 1.81588 3.91105  0.301
11 C -0.67452 5.16427 -0.74064  -0.500
12 C -1.09312 4.53043 0.54792  0.568
13 O -0.23493 3.40876 0.64882  -0.213
14 C 0.90330 3.76183 -0.00626  0.615
15 O 1.94392 3.18376 0.09568  -0.489
16 O 0.71387 4.86291 -0.78948  -0.334
17 F -2.37593 4.08934 0.47921  -0.339
18 H -1.17267 4.72335 -1.60883  0.339
19 H -0.84321 6.24204 -0.74914  0.234
20 H -0.96674 5.17161 1.42735  0.243
21 C 2.56384 -4.87535 -1.45773  -0.442
22 C 2.40063 -3.87118 -0.36118  0.301
23 O 1.17802 -3.23711 -0.68565  -0.050
24 C 0.44726 -4.17427 -1.34487  0.493
25 O -0.73175 -4.09442 -1.53657  -0.613
26 O 1.21711 -5.21963 -1.75527  -0.294
27 F 3.38924 -2.94780 -0.39723  -0.284
28 H 3.03629 -4.45301 -2.34890  0.275
29 H 3.13229 -5.75035 -1.14071  0.275
30 H 2.33498 -4.30434 0.64075  0.294
31 C 4.58269 5.26476 -0.69376  -0.016
32 C 4.55699 6.05973 -1.95977  0.354
33 O 5.92625 6.29792 -2.21817  -0.334
34 C 6.58957 5.23761 -1.67370  0.617
35 O 7.72336 4.95607 -1.92395  -0.521
36 O 5.79853 4.53614 -0.81672  -0.297
37 F 3.93819 7.25330 -1.77561  -0.290
38 H 4.62637 5.89489 0.19899  0.231
39 H 3.72762 4.59242 -0.60674  -0.037
40 H 4.10778 5.53803 -2.80964  0.304
41 C -1.76542 9.82514 2.03444  -0.463
42 C -2.86298 8.91959 2.49670  0.318
43 O -2.40349 7.63815 2.11498  -0.238
44 C -1.04464 7.71498 2.14409  0.624
45 O -0.31864 6.76466 2.14264  -0.553
46 O -0.61355 9.00502 2.18237  -0.315
47 F -4.01799 9.17834 1.83887  -0.283
48 H -1.87250 10.11537 0.98564  0.278
49 H -1.68574 10.72748 2.64163  0.268
50 H -3.03944 8.94010 3.57575  0.297
51 C 0.70268 -3.47563 6.14288  -0.362
52 C 0.08074 -4.09766 7.35153  0.426
53 O 0.30135 -5.48120 7.15205  -0.320
54 C 1.44725 -5.56447 6.41793  0.662
55 O 2.08765 -6.56752 6.28526  -0.555
56 O 1.77701 -4.36903 5.86206  -0.282
57 F -1.25695 -3.87418 7.38394  -0.284
58 H 0.02331 -3.44477 5.28739  0.229
59 H 1.06965 -2.46605 6.33367  0.174
60 H 0.52991 -3.78723 8.29932  0.273
61 C -2.52459 -3.33447 -3.93602  -0.044
62 C -3.35844 -2.11489 -3.70744  0.327
63 O -4.48291 -2.33346 -4.53949  -0.334
64 C -4.62619 -3.68524 -4.61099  0.639
65 O -5.61379 -4.23697 -4.99931  -0.534
66 O -3.50977 -4.33413 -4.17959  -0.255
67 F -2.71754 -0.99879 -4.13193  -0.291
68 H -1.87556 -3.24395 -4.81193  0.266
69 H -1.91156 -3.58862 -3.07005  -0.028
70 H -3.68706 -1.98175 -2.67302  0.313
71 C -3.40704 -7.38338 -5.56120  -0.159
72 C -2.28850 -7.72005 -6.49524  0.320
73 O -1.65254 -8.80851 -5.85658  -0.301
74 C -2.63185 -9.43655 -5.14483  0.619
75 O -2.53364 -10.53940 -4.69792  -0.520
76 O -3.73843 -8.65376 -5.01339  -0.331
77 F -1.40419 -6.69605 -6.58717  -0.267
78 H -3.09760 -6.71109 -4.75732  0.111
79 H -4.26191 -6.94310 -6.07609  0.291
80 H -2.61217 -8.01964 -7.49629  0.244

Atomic forces in eV per Å
3.67 2.04 -1.13
-3.27 -1.14 2.07
-0.43 0.51 0.89
-0.45 -0.05 -1.64
2.60 -5.94 4.18
-3.20 0.53 -0.59
-0.17 0.10 -3.76
0.16 5.62 -0.40
-0.41 -1.18 1.24
1.43 -0.53 -0.63
-0.15 0.66 -0.57
-0.74 -0.36 0.49
0.50 0.57 -0.31
1.10 -0.85 0.11
-0.68 0.62 -0.20
0.03 -0.36 0.32
-0.15 -0.07 0.01
-0.09 -0.11 0.19
0.24 -0.06 0.02
-0.24 -0.52 -0.39
0.60 -0.70 -0.31
0.51 0.69 0.27
-0.29 -1.07 -0.29
-0.90 0.18 -0.15
0.83 -0.11 0.09
-0.44 0.45 0.22
0.00 -0.01 0.08
-0.01 0.18 0.18
-0.25 -0.03 -0.05
0.07 0.19 0.00
-0.74 -0.57 0.64
-0.10 0.56 0.07
-0.15 -0.57 -0.01
1.32 -0.61 0.15
-0.78 0.30 0.16
0.37 0.48 -0.62
-0.11 0.13 -0.19
-0.01 0.16 -0.21
0.24 -0.13 0.03
-0.06 0.19 0.01
0.30 0.93 -0.01
-0.71 -0.03 -0.30
0.55 0.28 0.35
0.99 -0.73 -0.02
-0.34 1.20 0.15
-0.30 -0.65 0.04
-0.12 -0.04 0.11
-0.20 -0.14 0.06
0.19 -0.17 0.01
-0.15 -0.03 -0.10
0.16 1.15 -0.24
-0.53 0.01 -0.14
0.56 0.15 0.08
0.88 -0.63 -0.61
-0.50 0.55 0.10
-0.23 -0.92 0.53
-0.13 -0.05 0.24
-0.07 0.01 0.19
0.12 -0.11 -0.31
-0.21 -0.03 0.03
1.02 -0.37 0.45
0.25 0.59 -0.19
-0.02 -0.62 0.36
-0.90 -0.71 -0.49
0.71 0.31 0.15
-0.66 0.42 -0.21
-0.08 0.15 0.06
-0.17 0.23 -0.02
-0.28 -0.13 -0.18
0.07 0.16 -0.09
-0.77 0.65 0.13
0.53 0.32 0.04
-0.64 -0.08 -0.16
-0.14 -1.24 0.83
-0.02 0.82 -0.31
0.60 -0.40 -0.25
0.11 0.03 -0.20
0.16 -0.02 -0.19
-0.04 -0.17 0.16
0.18 0.12 -0.02

## Properties
LUMO energy in Eh: 0.050
Net charge: -1
HOMO energy in eV: -5.48
HOMO-LUMO gap in eV: 6.854
Molecular weight in u: 991.4

---

Entry 3:
# C3H8N4

An isolated molecule of C3H8N4 in a non-equilibrium geometry (ωB97M-V/def2-TZVPD, the Open Molecules 2025 dataset).

Each line ends with the natural charge from an NBO analysis.
CARTESIAN COORDINATES (ANGSTROEM)
1 C -0.06222 0.41176 -1.90060  -0.387
2 C -1.23266 -0.04664 0.11958  0.294
3 C 1.06819 0.41783 0.10380  0.153
4 H -1.01937 0.30329 -2.34723  0.211
5 H 0.35925 1.47411 -2.02282  0.187
6 H 0.67222 -0.18189 -2.49032  0.205
7 H -2.25093 0.01345 -0.40289  0.169
8 H -2.12539 -0.02753 1.74251  0.341
9 H 1.47144 1.35259 -0.40051  0.167
10 H 1.47540 -1.26059 2.52584  0.358
11 H 0.13652 -1.23183 1.58939  0.374
12 N -0.11606 0.03181 -0.59356  -0.470
13 N -1.23188 0.07117 1.42151  -0.752
14 N 1.71458 -0.11113 1.05957  -0.207
15 N 1.14092 -1.21639 1.59573  -0.643

Atomic forces in eV per Å
1.68 1.46 -3.66
-3.29 1.32 2.01
1.62 1.87 -0.92
-0.80 0.16 -0.62
-1.02 -1.10 0.16
-0.55 0.04 0.38
1.66 -0.59 0.05
-2.94 -0.17 1.10
-0.02 -1.30 0.93
0.31 -0.50 0.91
-0.43 0.28 0.04
1.43 -0.75 3.06
2.64 -0.31 -2.62
-1.43 0.45 -0.78
1.15 -0.87 -0.04

## Properties
LUMO energy in Eh: 0.032
HOMO energy in eV: -8.55
HOMO-LUMO gap in eV: 9.426
Energy above the lowest of the compared OMol25 structures with the same formula, charge and spin in eV: 2.7692
Molecular weight in u: 100.1